[1]
C3H5PS in the gas phase, computed with ωB97M-V/def2-TZVPD.

Output
SMILES = C=PCC=S
Gap between HOMO and LUMO = 0.318 Eh
HOMO = -8.7229 eV
LUMO = -0.0029 Eh
Net charge = 0

Last column: Mulliken charge in e.
CARTESIAN COORDINATES (ANGSTROEM)
C  -0.54  0.92  1.78  -0.441
C  0.18  0.05  -0.58  -0.584
C  0.57  -1.14  -1.35  -0.222
P  0.72  -0.02  1.22  0.020
S  -0.52  -2.07  -2.01  -0.266
H  -0.55  1.42  2.78  0.248
H  0.83  0.94  -0.82  0.267
H  -0.87  0.20  -0.83  0.386
H  1.58  -1.39  -1.44  0.342
H  -1.41  1.09  1.24  0.250


[2]
A 2-piece molecular cluster, CH3Cl2NO2S overall, computed with ωB97M-V/def2-TZVPD.

Output
Gap between HOMO and LUMO (spin up / spin down) = 0.257 / 0.212 Eh
HOMO (spin up / spin down) = -10.3558 / -9.7931 eV
LUMO (spin up / spin down) = -0.1235 / -0.1477 Eh
Net charge = 0

Last column: Mulliken charge in e.
CARTESIAN COORDINATES (ANGSTROEM)
C  -0.82  0.25  0.91  -0.165
N  0.97  -0.18  -1.01  -0.435
O  0.70  -1.83  0.93  -0.557
O  -0.98  -1.81  -0.90  -0.514
S  -0.01  -1.14  -0.10  1.087
Cl  -2.28  0.95  0.52  0.056
Cl  1.05  2.60  0.10  -0.511
H  -0.49  0.29  1.90  0.464
H  1.42  0.79  -0.58  0.265
H  0.44  0.07  -1.78  0.310


[3]
CH2NO2S3 as an isolated structure, computed with ωB97M-V/def2-TZVPD.

Output
Gap between HOMO and LUMO = 0.266 Eh
HOMO = -3.7488 eV
LUMO = 0.1284 Eh
Net charge = -1

Last column: Mulliken charge in e.
CARTESIAN COORDINATES (ANGSTROEM)
C  1.39  0.10  0.15  0.028
N  -0.78  0.01  -1.16  -0.586
O  0.31  0.18  1.15  -0.187
O  -1.82  -0.84  1.06  -0.598
S  1.85  1.52  -0.55  -0.382
S  2.01  -1.35  -0.13  -0.387
S  -0.95  0.00  0.32  0.746
H  -0.56  -0.85  -1.45  0.279
H  -1.44  1.24  0.60  0.086


[4]
A 2-piece molecular cluster, C4H8O2 overall, computed with ωB97M-V/def2-TZVPD.

Output
SMILES = O=CC/C=C/O.[H][H]
Gap between HOMO and LUMO = 0.359 Eh
HOMO = -9.0138 eV
LUMO = 0.0279 Eh
Net charge = 0

Last column: Mulliken charge in e.
CARTESIAN COORDINATES (ANGSTROEM)
O  -1.42  1.05  2.03  -0.494
C  -1.13  0.65  0.77  0.001
C  -0.70  -0.56  0.41  -0.400
C  -0.11  -0.87  -0.94  -0.599
C  1.37  -0.99  -0.66  0.086
O  2.21  -0.19  -0.99  -0.462
H  -1.04  0.40  2.64  0.299
H  0.66  2.33  -0.66  0.088
H  -1.29  1.45  0.06  0.369
H  -0.61  -1.34  1.17  0.269
H  -0.29  -0.08  -1.67  0.321
H  -0.49  -1.82  -1.35  0.289
H  1.64  -1.85  -0.01  0.316
H  1.18  1.82  -0.80  -0.082


Summary of ΔE to the lowest compared entry with this formula, charge and spin in kcal per mole
33.1 80.6 62.3 63.6
(order as listed above)
Summary of E in hartree
-856.763675 -1563.563741 -1439.070842 -307.611134
(order as listed above)